# 1
Formula: C14H14Br12N2O
Source: OMol25
Level of theory: wB97M-V/def2-TZVPD

Computed properties:
HOMO level = -0.317 hartree
gap between HOMO and LUMO = 0.2793 Ha

```
! RIJCOSX wB97M-V def2-TZVPD def2/J DEFGRID3
* xyz 0 1
C -0.4412 -4.6034 0.0701
C 2.4185 -0.6459 0.0459
H -0.6402 -5.6828 0.2972
C -0.2094 -1.9829 -0.5927
Br -0.1901 6.1706 0.4445
H 3.2610 -3.7086 -1.0784
C -1.8069 -2.2720 3.1658
H 1.4779 1.2017 -0.8503
Br 1.0734 6.1839 3.3896
H 2.9812 -3.4286 1.9395
Br -2.9889 1.6728 0.8290
H -1.2884 6.3829 2.6585
Br -1.6032 -2.9568 4.9682
H -2.8705 -2.1187 3.0036
H 4.2332 -2.2572 1.2570
C 1.3088 0.1251 -0.6063
Br -1.1841 -3.5546 1.8139
C -3.2905 2.4449 -0.9189
Br -2.4308 4.1677 -1.1018
H -4.3588 2.6100 -1.0142
H -2.4549 -4.3521 -0.9326
Br -2.7754 1.2299 -2.3328
H 3.4217 -0.2332 0.3009
Br -1.6060 5.0560 -4.8738
N 0.7763 -4.0810 0.4242
Br -0.0409 7.0420 -2.9049
C 2.1822 -2.0373 0.3644
H -1.4364 7.5297 -4.8964
C -1.5227 -3.7937 -0.6456
Br -3.2242 7.2587 -3.1999
H -0.7509 0.0387 -1.4011
C 3.8289 -3.9118 -0.1205
C -1.5602 6.8210 -4.0841
C 3.3386 -2.8925 1.0248
N -1.4559 -2.4912 -0.9792
Br -0.9453 -0.5540 2.9448
H 2.8105 -5.5715 -0.3517
O 3.5325 -5.2791 0.2301
H 4.9098 -3.7367 -0.3603
Br -1.0375 3.9180 2.5577
C -0.4755 5.7528 2.3123
C 0.0642 -0.5408 -0.9039
C 0.8863 -2.7443 0.0656
*
```

***

# 2
Formula: H3O3P3
Source: OMol25
Level of theory: wB97M-V/def2-TZVPD

Computed properties:
HOMO level = 0.021 hartree
gap between HOMO and LUMO = 0.2580 Ha

```
! RIJCOSX wB97M-V def2-TZVPD def2/J DEFGRID3
* xyz -2 1
O 0.8695 -1.4021 -0.2999
P -1.2587 -0.9563 0.3195
P -0.4216 0.7657 1.1307
H -1.0501 1.7441 0.4104
O 2.6019 0.1935 0.6883
P 1.4567 -0.0117 -0.1972
H -1.1526 -0.7828 -1.0294
H -2.4920 -0.3613 0.4457
O 1.4468 0.8110 -1.4680
*
```

***

# 3
Formula: CH2NO2S3
Source: OMol25
Level of theory: wB97M-V/def2-TZVPD

Computed properties:
HOMO level = -0.144 hartree
gap between HOMO and LUMO = 0.2725 Ha

```
! RIJCOSX wB97M-V def2-TZVPD def2/J DEFGRID3
* xyz -1 1
S -2.5658 -1.5135 -0.3428
H -0.1110 -1.6063 0.2188
C -2.3473 -0.0223 0.4091
S -3.1256 1.3954 0.2480
N 0.2922 0.6205 -0.4875
S 0.0784 -0.3468 0.6586
O -1.3412 -0.2094 1.3460
O 0.9607 -0.3874 1.7634
H 0.8076 1.4910 -0.2713
*
```

***

# 4
Formula: C15H20Br2N2O2PtS
Source: OMol25
Level of theory: wB97M-V/def2-TZVPD

Computed properties:
⟨S²⟩ = 2.0300
HOMO level (spin up / spin down) = -0.501 / -0.543 hartree
gap between HOMO and LUMO (spin up / spin down) = 0.2489 / 0.1479 Ha

```
! RIJCOSX wB97M-V def2-TZVPD def2/J DEFGRID3
* xyz 2 3
C -3.2010 -2.6597 -1.0445
C -2.1340 -1.7808 -1.0686
C -3.9727 -2.7144 0.1190
C 0.9027 2.5745 -1.7148
Pt -0.1252 0.1897 -0.1391
H 1.5704 -2.7845 3.0693
C -6.9053 -2.7478 2.0968
H -7.4736 -2.8118 -1.2725
H -8.3067 -1.8595 3.4589
C -6.6839 -2.9897 0.7479
H -1.5126 -1.6817 -1.9474
C 1.5185 -2.7799 1.9885
Br -0.0843 -3.6575 1.4385
H 0.9379 2.0356 -2.6653
H -2.8228 2.5639 -0.1403
H 2.9545 0.8225 -1.7074
C -8.7249 -1.9172 0.2394
C -2.5394 -1.1010 1.1118
C -7.6013 -2.6012 -0.2193
H -2.2178 -0.4821 1.9372
Br 1.6608 -0.9041 1.4644
C -3.6452 -1.9160 1.2181
O -1.3249 1.8376 -1.3927
H 3.1320 0.9198 0.0653
N -8.9552 -1.6577 1.5178
N -1.7974 -1.0331 -0.0083
H -3.2607 1.2246 -1.2382
H 3.3207 2.3836 -0.9137
H -0.8538 3.7176 -2.1300
H -6.2310 -3.0872 2.8706
C -8.0728 -2.0701 2.4223
H -3.0536 2.8644 -1.8835
C -2.6946 2.1484 -1.1428
H 2.3588 -3.2833 1.5291
C 2.7885 1.4378 -0.8225
C -0.4966 3.0023 -1.3851
O 1.3824 1.7140 -0.6631
S -5.2777 -3.8695 0.1348
H -0.5294 3.4699 -0.3957
H -9.4710 -1.5788 -0.4703
H -4.2123 -1.9333 2.1374
H -3.4161 -3.2705 -1.9107
H 1.5521 3.4496 -1.7732
*
```

***

# 5
Formula: C4H7NO2
Source: OMol25
Level of theory: wB97M-V/def2-TZVPD

Computed properties:
HOMO level = -0.363 hartree
gap between HOMO and LUMO = 0.3796 Ha

```
! RIJCOSX wB97M-V def2-TZVPD def2/J DEFGRID3
* xyz 0 1
H -0.0519 -2.1534 1.2160
H 0.4006 1.0489 -2.0733
H 0.2771 -0.5905 2.0088
C 0.6940 0.9166 -0.0139
O -2.6804 1.2245 0.1501
C 0.2772 0.2623 -1.3198
H 1.7140 1.0053 0.3580
H 0.8590 -0.6138 -1.6290
C 0.3912 -1.1795 1.0941
H -0.2871 -0.8601 0.2761
O -0.1918 1.5284 0.5557
C -1.7420 0.7485 -0.3631
H 1.4600 -1.3079 0.8732
N -1.1200 -0.0294 -1.1329
*
```